Formula: C8H16Cl2FN3O9
Source: OMol25
Level of theory: wB97M-V/def2-TZVPD

Calculated values
Kohn-Sham gap (spin up / spin down) (eV): 2.7 / 6.2
E_HOMO (spin up / spin down) (eV): -0.5 / -4.0
Total charge: -1
⟨S²⟩: 0.754
2S+1: 2

Positions of all 39 atoms, in Å:
Cl (-2.477, -0.309, -0.134)
Cl (-1.291, 1.818, 2.217)
F (2.878, 0.046, -3.014)
O (2.862, 4.153, 0.785)
O (2.512, 1.995, 0.507)
O (3.635, -1.182, 0.126)
O (-6.738, -3.111, 1.589)
O (-0.022, 1.481, -3.942)
O (0.612, 2.869, -5.650)
O (2.110, 1.751, -4.276)
O (1.510, -1.608, -0.391)
O (-4.730, -2.788, 1.027)
N (2.693, -1.904, -0.206)
N (2.513, 3.008, 1.196)
N (-5.753, -2.494, 1.586)
C (2.015, 1.027, -3.041)
C (0.844, 2.063, -4.768)
C (-1.361, -0.755, 1.168)
C (-5.837, -1.187, 2.286)
C (-0.423, 0.399, 1.554)
C (2.998, -3.378, -0.461)
C (2.201, 2.923, 2.645)
C (0.575, 0.499, -3.094)
H (0.109, 0.428, -2.111)
H (2.121, 1.768, -2.248)
H (0.190, -0.008, 2.358)
H (-1.863, -1.136, 2.058)
H (3.111, -3.456, -1.542)
H (2.200, 3.916, 3.095)
H (2.136, -3.906, -0.053)
H (-6.514, -1.409, 3.110)
H (2.846, 2.270, 3.233)
H (1.160, 2.621, 2.524)
H (0.661, -0.472, -3.582)
H (0.203, 0.645, 0.696)
H (3.954, -3.658, -0.018)
H (-6.197, -0.517, 1.504)
H (-0.642, -1.474, 0.776)
H (-4.798, -0.927, 2.491)